(1)
Computed, not measured: a molecular structure, C38H38MoN7O2S4 at a distorted geometry, with ωB97M-V/def2-TZVPD.

spin multiplicity	3
ΔE to the lowest compared entry with this formula, charge and spin	52.44	kcal per mole
orbital gap (spin up / spin down)	5.867 / 5.300	eV
charge	+1

Geometry (Å):
1 Mo 0.314 0.613 -0.261
2 C -2.173 -2.342 -1.262
3 N -1.226 -2.350 -0.144
4 C -1.914 -2.737 1.083
5 C -1.343 -2.229 2.410
6 N -0.905 -0.815 2.443
7 C 0.182 -0.660 3.415
8 C -2.032 0.032 2.743
9 C -2.579 0.071 4.024
10 C -3.726 0.798 4.297
11 C -4.360 1.498 3.280
12 C -3.812 1.498 2.012
13 C -2.641 0.789 1.742
14 S -2.009 0.934 0.108
15 C 0.005 -2.999 -0.475
16 C 0.098 -4.115 -1.557
17 C 1.208 -5.180 -1.348
18 C 3.434 -3.754 -1.506
19 C 3.367 -2.796 -0.589
20 C 2.046 -2.221 -0.192
21 S 2.188 -0.602 0.629
22 H -2.687 -3.303 -1.374
23 H -1.660 -2.118 -2.196
24 H -2.920 -1.570 -1.089
25 H -1.995 -3.830 1.163
26 H -2.928 -2.347 0.988
27 H -0.512 -2.852 2.738
28 H -2.142 -2.381 3.144
29 H -0.062 -1.078 4.399
30 H 0.420 0.396 3.523
31 H 1.076 -1.160 3.045
32 H -2.111 -0.495 4.819
33 H -4.132 0.803 5.300
34 H -5.259 2.064 3.486
35 H -4.277 2.067 1.216
36 H -0.843 -4.489 -1.948
37 H 0.977 -6.098 -1.885
38 H 4.392 -4.177 -1.784
39 H 4.256 -2.412 -0.101
40 C 1.568 -5.478 0.068
41 C 1.493 -4.528 0.991
42 C 1.062 -3.139 0.643
43 C 1.023 -2.132 -1.347
44 C 1.072 -3.251 -2.402
45 C 2.212 -4.281 -2.192
46 N 0.628 -0.798 -1.689
47 N 0.414 -0.590 -2.923
48 C -0.102 0.664 -3.164
49 C -0.370 1.080 -4.464
50 C -0.909 2.334 -4.656
51 C -1.164 3.141 -3.549
52 C -0.854 2.674 -2.291
53 N -0.340 1.451 -2.094
54 H 1.881 -6.484 0.322
55 H 1.752 -4.728 2.024
56 H 0.782 -2.604 1.538
57 H 0.862 -2.937 -3.419
58 H 2.496 -4.778 -3.117
59 H -0.143 0.405 -5.277
60 H -1.127 2.691 -5.654
61 H -1.597 4.124 -3.663
62 H -1.012 3.270 -1.403
63 O -2.218 5.197 6.863
64 C -2.478 5.333 5.548
65 O -3.404 6.004 5.193
66 C -1.592 4.605 4.582
67 C -1.975 4.621 3.246
68 C -1.263 3.915 2.295
69 C -0.142 3.174 2.663
70 S 0.881 2.371 1.473
71 C 0.272 3.192 3.995
72 C -0.449 3.898 4.944
73 H -1.443 4.651 7.026
74 H -2.851 5.196 2.972
75 H -1.570 3.930 1.256
76 H 1.175 2.666 4.278
77 H -0.077 3.894 5.963
78 C 2.792 4.919 -0.337
79 N 3.580 3.793 0.133
80 C 4.558 3.845 1.103
81 C 4.996 2.582 1.298
82 N 4.290 1.789 0.426
83 C 3.403 2.522 -0.261
84 S 2.294 1.990 -1.458
85 H 3.260 5.838 0.002
86 H 1.781 4.847 0.065
87 H 2.744 4.909 -1.423
88 H 4.843 4.767 1.578
89 H 5.750 2.190 1.957
90 H 4.312 0.781 0.369

***

(2)
Computed, not measured: a molecular structure, C38H38N5O3Sc, with ωB97M-V/def2-TZVPD.

spin multiplicity	1
ΔE to the lowest compared entry with this formula, charge and spin	15.27	kcal per mole
orbital gap	7.468	eV

Geometry (Å):
1 Sc 0.359 0.071 -0.145
2 C -2.914 1.752 2.706
3 C -3.393 2.913 2.126
4 C -3.024 3.213 0.825
5 C -2.183 2.345 0.144
6 N -1.703 1.236 0.715
7 C -2.066 0.946 1.964
8 C -1.739 2.607 -1.254
9 C -2.371 3.542 -2.064
10 C -1.892 3.763 -3.343
11 C -0.794 3.042 -3.778
12 C -0.242 2.106 -2.920
13 N -0.703 1.884 -1.689
14 H -3.170 1.475 3.719
15 H -4.040 3.583 2.678
16 H -3.369 4.125 0.361
17 H -1.627 0.050 2.382
18 H -3.237 4.083 -1.710
19 H -2.371 4.488 -3.989
20 H -0.375 3.184 -4.765
21 H 0.610 1.508 -3.216
22 C 4.533 1.141 -1.792
23 C 4.581 0.422 -2.979
24 C 3.473 -0.319 -3.360
25 C 2.323 -0.324 -2.571
26 C 2.217 0.434 -1.386
27 C 3.371 1.137 -1.028
28 C 1.154 -1.139 -2.993
29 C 1.288 -2.235 -3.888
30 C 0.193 -2.933 -4.279
31 C -1.089 -2.541 -3.823
32 C -2.282 -3.192 -4.211
33 C -3.493 -2.762 -3.745
34 C -3.554 -1.653 -2.874
35 C -2.413 -1.018 -2.472
36 C -1.144 -1.455 -2.926
37 N -0.023 -0.809 -2.497
38 H 5.402 1.699 -1.463
39 H 5.473 0.429 -3.593
40 H 3.515 -0.879 -4.287
41 H 3.381 1.697 -0.097
42 H 2.273 -2.534 -4.214
43 H 0.283 -3.791 -4.935
44 H -2.218 -4.037 -4.888
45 H -4.404 -3.263 -4.046
46 H -4.519 -1.304 -2.524
47 H -2.452 -0.164 -1.807
48 C -1.679 -3.838 -0.219
49 C -1.005 -2.827 0.694
50 C -1.339 -3.060 2.153
51 O -1.412 -1.488 0.314
52 C 0.523 -2.883 0.460
53 O 1.113 -3.878 0.838
54 O 0.991 -1.876 -0.182
55 H -2.767 -3.807 -0.096
56 H -1.326 -4.836 0.035
57 H -1.439 -3.638 -1.265
58 H -2.423 -3.043 2.306
59 H -0.868 -2.288 2.760
60 H -0.950 -4.031 2.458
61 H -2.368 -1.453 0.217
62 C 0.437 -1.207 5.403
63 C 1.637 -0.789 4.541
64 C 2.640 -1.950 4.468
65 C 2.309 0.436 5.172
66 C 1.187 -0.458 3.177
67 C 0.848 -0.159 2.043
68 H 0.765 -1.435 6.421
69 H -0.045 -2.095 4.992
70 H -0.302 -0.403 5.451
71 H 2.977 -2.227 5.471
72 H 3.507 -1.665 3.871
73 H 2.183 -2.819 3.992
74 H 2.669 0.192 6.176
75 H 1.603 1.266 5.251
76 H 3.157 0.764 4.568
77 N 1.414 3.371 -0.216
78 C 1.900 4.443 0.438
79 C 1.703 4.208 1.778
80 C 1.127 2.926 1.835
81 N 0.954 2.429 0.620
82 H 1.514 3.139 -1.190
83 H 2.335 5.275 -0.090
84 H 1.958 4.855 2.601
85 H 0.848 2.326 2.688

***

(3)
Computed, not measured: a molecular structure, C38H38O6PSiV, with ωB97M-V/def2-TZVPD.

spin multiplicity	2
orbital gap (spin up / spin down)	7.171 / 7.175	eV
charge	+1

Geometry (Å):
1 V -0.665 1.322 1.737
2 O -1.628 -3.246 2.491
3 C -1.831 -1.936 2.620
4 O -2.051 -1.279 1.314
5 C -0.749 -1.228 3.408
6 O -0.445 0.022 2.871
7 C -0.772 2.844 3.109
8 C -1.689 3.553 2.167
9 O -2.371 4.519 2.271
10 O -1.660 2.738 1.051
11 H -2.395 -3.713 2.130
12 H 0.157 -1.849 3.373
13 H -1.064 -1.102 4.447
14 H 0.206 3.315 3.220
15 H -1.229 2.576 4.061
16 C -3.925 -6.134 -2.827
17 C -4.509 -4.871 -2.832
18 C -3.828 -3.798 -2.288
19 C -2.566 -3.975 -1.712
20 C -1.987 -5.238 -1.727
21 C -2.665 -6.316 -2.285
22 P -1.587 -2.604 -1.024
23 C -1.769 -1.340 -2.319
24 C -2.432 -0.127 -2.177
25 C -2.454 0.788 -3.222
26 C -1.834 0.485 -4.423
27 C -1.191 -0.738 -4.580
28 C -1.143 -1.636 -3.531
29 C -2.755 -2.021 0.258
30 C -4.046 -2.238 0.500
31 C -4.856 -1.687 1.566
32 C -4.671 -0.477 2.109
33 C -3.607 0.453 1.770
34 C -2.367 0.191 1.359
35 H -4.452 -6.973 -3.260
36 H -5.484 -4.725 -3.276
37 H -4.260 -2.806 -2.356
38 H -1.003 -5.384 -1.299
39 H -2.204 -7.293 -2.297
40 H -2.950 0.111 -1.257
41 H -2.966 1.732 -3.096
42 H -1.853 1.196 -5.237
43 H -0.714 -0.982 -5.519
44 H -0.629 -2.582 -3.666
45 H -4.541 -2.890 -0.211
46 H -5.748 -2.240 1.831
47 H -5.428 -0.114 2.793
48 H -3.826 1.513 1.866
49 C 2.042 -1.039 -0.450
50 C 2.615 0.292 -0.957
51 C 4.067 0.058 -1.391
52 C 1.807 0.780 -2.162
53 Si 2.470 1.567 0.398
54 O 0.810 1.471 0.900
55 C 3.493 1.205 1.897
56 C 2.946 0.997 3.163
57 C 3.751 0.806 4.278
58 C 5.130 0.824 4.146
59 C 5.699 1.037 2.899
60 C 4.889 1.228 1.791
61 C 2.680 3.317 -0.162
62 C 3.886 3.751 -0.724
63 C 4.070 5.073 -1.093
64 C 3.050 5.996 -0.903
65 C 1.847 5.588 -0.351
66 C 1.666 4.261 0.013
67 H 2.032 -1.774 -1.261
68 H 1.011 -0.952 -0.098
69 H 2.643 -1.452 0.362
70 H 4.081 -0.676 -2.202
71 H 4.679 -0.339 -0.583
72 H 4.541 0.961 -1.774
73 H 1.852 0.034 -2.956
74 H 2.198 1.717 -2.561
75 H 0.752 0.936 -1.925
76 H 1.868 0.982 3.298
77 H 3.302 0.649 5.249
78 H 5.761 0.681 5.012
79 H 6.774 1.061 2.790
80 H 5.366 1.405 0.837
81 H 4.704 3.060 -0.878
82 H 5.010 5.385 -1.527
83 H 3.195 7.029 -1.187
84 H 1.046 6.301 -0.206
85 H 0.706 3.962 0.418